(1)
Molecular formula: C3H10N
Method: DFT, ωB97M-V/def2-TZVPD

Calculated values
- charge = +1
- ΔE to the lowest compared entry with this formula, charge and spin (kcal/mol) = 47.76
- LUMO level (hartree) = -0.224
- HOMO energy (eV) = -15.1
- largest force on an atom (eV Å⁻¹) = 1.4
- gap between HOMO and LUMO (eV) = 9.0

XYZ file:
```
14
Properties=species:S:1:pos:R:3:forces:R:3:nbo_charge:R:1
C -2.107775 3.338012 -0.511512 0.501 0.125 1.055 -0.854
H -2.537195 2.391100 -0.185449 -0.246 0.144 -0.058 0.203
H -2.639437 4.191183 -0.086906 -0.484 -0.218 -0.440 0.229
H -1.142170 3.435165 -0.002200 0.194 -0.244 -0.497 0.204
H -2.020167 3.366563 -1.589521 0.039 0.184 -0.059 0.218
C 0.095045 -2.078999 0.492264 -0.670 -0.050 0.437 -0.451
C 2.291356 -1.460277 -0.293563 0.600 -0.043 0.303 0.153
N 1.535789 -1.937425 0.627246 0.527 -0.703 -0.812 -0.395
H -0.414452 -1.731835 1.395381 0.526 0.240 0.176 0.264
H -0.199929 -1.368383 -0.281177 -0.261 -0.723 -0.282 0.243
H -0.220736 -3.124733 0.443462 0.165 0.162 -0.733 0.259
H 2.045036 -1.471946 -1.352975 -0.763 0.890 0.224 0.239
H 3.268675 -1.082403 0.005793 0.221 -0.785 -0.184 0.234
H 2.045959 -2.466020 1.339158 -0.348 1.022 0.870 0.454
```
Positions in Å, forces in eV/Å.


(2)
Molecular formula: C3H10N2
Method: DFT, ωB97M-V/def2-TZVPD

Calculated values
- charge = -1
- multiplicity = 2
- ΔE to the lowest compared entry with this formula, charge and spin (kcal/mol) = 30.12
- LUMO level (alpha / beta) (hartree) = 0.156 / 0.150
- HOMO energy (alpha / beta) (eV) = 0.8 / -3.1
- largest force on an atom (eV Å⁻¹) = 1.5
- gap between HOMO and LUMO (alpha / beta) (eV) = 3.5 / 7.2
- <S²> = 0.753

XYZ file:
```
15
Properties=species:S:1:pos:R:3:forces:R:3:nbo_charge:R:1
C 1.373120 -0.025710 1.094210 -0.278 -0.143 0.030 -0.449
N 2.365001 -0.872888 0.465533 0.024 -0.183 -0.626 -0.838
H 1.384605 -0.096915 2.192110 -0.004 0.379 -0.020 0.135
H 1.520587 0.989471 0.732571 0.089 0.196 0.312 0.187
H 0.367168 -0.287642 0.754533 0.156 -0.234 -0.107 0.234
H 2.250403 -1.851613 0.652064 -0.266 -0.259 0.083 0.341
H 3.307839 -0.626208 0.686024 0.387 0.235 0.263 0.331
C -1.605867 1.355095 -0.844134 0.783 0.218 1.265 -0.423
C -1.458698 -0.946742 -0.991310 -0.499 -0.702 0.890 -0.486
N -1.133383 0.219581 -1.540039 -0.131 0.154 -0.955 -0.636
H -2.659182 1.308477 -0.517010 -0.322 -0.126 -0.150 0.117
H -1.042074 1.504896 0.126478 -0.259 -0.007 -0.166 0.115
H -1.459840 2.306078 -1.364374 0.010 -0.079 -0.376 0.156
H -1.387886 -1.908688 -1.493439 0.383 0.212 -0.362 0.132
H -1.821794 -1.067191 0.046784 -0.074 0.341 -0.081 0.084
```
Positions in Å, forces in eV/Å.


(3)
Molecular formula: C3H10N2
Method: DFT, ωB97M-V/def2-TZVPD

Calculated values
- charge = 0
- ΔE to the lowest compared entry with this formula, charge and spin (kcal/mol) = 21.16
- SMILES = CCNCN
- LUMO level (hartree) = 0.044
- HOMO energy (eV) = -8.4
- largest force on an atom (eV Å⁻¹) = 2.5
- gap between HOMO and LUMO (eV) = 9.6

XYZ file:
```
15
Properties=species:S:1:pos:R:3:forces:R:3:nbo_charge:R:1
C 1.634725 1.391262 0.593861 0.053 -0.520 -0.863 -0.617
C 0.875842 0.079971 0.432541 1.082 -2.030 -1.041 -0.231
N -0.091516 0.160619 -0.644803 0.256 0.906 -0.422 -0.650
C -1.037819 -0.859731 -0.913170 -0.659 -0.626 1.086 -0.034
N -1.776925 -1.246123 0.325789 0.925 0.334 -0.297 -0.873
H 1.080095 2.143112 0.037054 -0.314 0.704 0.941 0.202
H 2.546269 1.378933 -0.009928 0.134 -0.371 0.206 0.211
H 1.932831 1.572723 1.617084 -0.342 0.591 0.135 0.221
H 1.639494 -0.653537 0.107601 -0.078 0.050 -0.121 0.169
H 0.490828 -0.487868 1.278932 -0.399 0.988 0.695 0.198
H -0.397100 1.103438 -0.819853 -0.295 -0.105 0.053 0.362
H -0.558736 -1.785790 -1.241589 0.120 0.102 -0.297 0.164
H -1.743169 -0.504358 -1.669631 0.319 0.035 -0.241 0.166
H -2.515179 -1.910384 0.148110 -0.242 0.224 0.066 0.360
H -2.079638 -0.382268 0.758005 -0.560 -0.280 0.100 0.352
```
Positions in Å, forces in eV/Å.


(4)
Molecular formula: C3H10N2
Method: DFT, ωB97M-V/def2-TZVPD

Calculated values
- charge = 0
- ΔE to the lowest compared entry with this formula, charge and spin (kcal/mol) = 30.38
- SMILES = CNCCN
- LUMO level (hartree) = 0.041
- HOMO energy (eV) = -8.6
- largest force on an atom (eV Å⁻¹) = 3.1
- gap between HOMO and LUMO (eV) = 9.7

XYZ file:
```
15
Properties=species:S:1:pos:R:3:forces:R:3:nbo_charge:R:1
C 2.107620 -0.707033 -0.830066 -2.441 1.729 -0.945 -0.405
N 0.799619 -0.971699 -0.221494 1.144 -0.533 -0.063 -0.620
C 0.026671 0.216604 -0.093719 -2.510 0.444 -1.014 -0.251
C -1.124053 0.044734 0.907284 0.751 1.974 1.905 -0.210
N -2.202819 1.011598 0.963815 -1.091 -0.896 -1.419 -0.834
H 2.427590 0.170333 -0.280954 1.322 -0.446 0.353 0.197
H 2.639570 -1.616543 -0.884834 1.250 -0.545 0.311 0.203
H 1.977720 -0.285463 -1.863876 0.185 -0.511 0.316 0.151
H 0.367766 -1.759679 -0.708203 -0.381 0.709 0.298 0.360
H 0.540935 1.129500 0.110828 1.440 0.163 1.121 0.192
H -0.386377 0.635342 -1.043330 -0.423 -0.881 -0.236 0.146
H -1.692558 -0.808550 0.722694 -0.098 -2.202 -0.109 0.185
H -0.751475 0.098490 1.969057 0.180 -0.905 -1.073 0.185
H -2.782886 0.894774 0.121285 0.324 0.722 0.637 0.349
H -1.947317 1.947587 1.131507 0.348 1.179 -0.083 0.353
```
Positions in Å, forces in eV/Å.


(5)
Molecular formula: C3H10N2
Method: DFT, ωB97M-V/def2-TZVPD

Calculated values
- charge = 0
- ΔE to the lowest compared entry with this formula, charge and spin (kcal/mol) = 19.32
- SMILES = C=CNC.N
- LUMO level (hartree) = 0.039
- HOMO energy (eV) = -8.2
- largest force on an atom (eV Å⁻¹) = 0.4
- gap between HOMO and LUMO (eV) = 9.3

XYZ file:
```
15
Properties=species:S:1:pos:R:3:forces:R:3:nbo_charge:R:1
C 1.954973 1.243294 0.191978 0.198 -0.225 -0.036 -0.516
C 0.986654 0.337306 0.119615 -0.407 0.116 0.116 0.014
N 1.145858 -1.044419 0.093123 0.138 0.088 -0.336 -0.607
C 0.249099 -1.745887 -0.825094 0.210 -0.131 0.310 -0.411
H 2.988199 0.917320 0.160127 0.078 0.166 0.056 0.187
H 1.741531 2.294149 0.291894 -0.018 0.052 -0.008 0.207
H -0.058223 0.643726 0.117229 0.085 -0.044 -0.001 0.180
H 2.116579 -1.284414 -0.068080 -0.056 -0.104 0.086 0.361
H 0.396543 -2.819399 -0.721480 -0.027 -0.026 0.046 0.199
H -0.774709 -1.514135 -0.541059 -0.106 0.019 -0.142 0.208
H 0.421103 -1.479526 -1.869814 -0.115 0.090 -0.104 0.175
N -2.803250 0.926050 0.528837 0.056 0.022 0.346 -1.068
H -3.705148 1.331861 0.761178 0.016 -0.040 -0.114 0.358
H -2.177922 1.710519 0.372628 -0.038 -0.011 -0.034 0.355
H -2.481288 0.483555 1.388917 -0.015 0.028 -0.186 0.357
```
Positions in Å, forces in eV/Å.


(6)
Molecular formula: C3H10N2O
Method: DFT, ωB97M-V/def2-TZVPD

Calculated values
- charge = 0
- ΔE to the lowest compared entry with this formula, charge and spin (kcal/mol) = 46.69
- SMILES = N/C=C/N.CO
- LUMO level (hartree) = 0.034
- HOMO energy (eV) = -8.8
- largest force on an atom (eV Å⁻¹) = 0.6
- gap between HOMO and LUMO (eV) = 9.7

XYZ file:
```
16
Properties=species:S:1:pos:R:3:forces:R:3:nbo_charge:R:1
N 1.638857 -1.343253 -0.245844 -0.101 0.239 -0.139 -0.857
C 1.588772 -0.466391 0.881088 0.144 -0.583 0.064 -0.046
C 0.893750 0.653594 0.876873 -0.013 0.294 0.039 -0.059
N 0.836230 1.482946 2.048838 -0.074 -0.052 -0.141 -0.847
H 0.920361 -2.054709 -0.211625 0.056 -0.016 0.037 0.365
H 2.536580 -1.797288 -0.317480 0.010 -0.123 0.024 0.364
H 2.123577 -0.773448 1.777975 0.008 0.201 0.041 0.175
H 0.372862 0.974432 -0.021036 -0.033 -0.051 -0.059 0.188
H -0.121025 1.529640 2.381607 0.015 0.006 0.056 0.361
H 1.079153 2.430300 1.782820 -0.006 0.062 0.082 0.357
C -1.889377 -0.456368 -1.433994 0.013 -0.090 -0.229 -0.249
O -1.980372 0.925419 -1.127931 -0.102 0.308 -0.235 -0.729
H -1.879833 -0.637702 -2.511230 -0.001 0.023 -0.012 0.165
H -0.947372 -0.827962 -1.038169 -0.002 -0.003 0.100 0.183
H -2.720475 -1.013211 -0.999561 -0.036 -0.047 0.078 0.161
H -2.451695 1.374008 -1.842324 0.121 -0.167 0.294 0.469
```
Positions in Å, forces in eV/Å.